No. 1
This record from OMol25 describes a 2-piece molecular cluster, C5H10N3O2 overall in a non-equilibrium geometry. The level of theory is ωB97M-V/def2-TZVPD.

Charge: +1
Relative energy (zero: lowest compared OMol25 entry of this formula, charge and spin) (kJ/mol): 547.3
LUMO (alpha / beta) (eV): -5.01 / -5.05
Orbital gap (alpha / beta) (eV): 7.647 / 7.401

CARTESIAN COORDINATES (ANGSTROEM)
C -0.1150 1.9841 -1.0690
C 0.8958 -0.0028 -1.4448
C 0.3232 0.0616 -0.1154
C -0.1322 -0.7728 2.3589
C 0.7776 -0.8045 1.0332
N -0.2445 1.3150 0.0678
N 0.6422 1.3799 -1.9619
N -1.6092 -0.9719 -0.6485
O -1.4046 -1.6145 -1.6097
O -2.5834 -0.7983 -0.0102
H -0.4464 3.0025 -1.0610
H 1.8932 -0.2685 -1.3247
H 0.4058 -0.7050 -2.1809
H 0.5570 -1.1638 3.1232
H -0.9978 -1.3541 2.0237
H -0.5994 0.1328 2.5567
H 0.7295 -1.9002 0.7859
H 1.7073 -0.5793 1.3784
H -1.0161 1.4116 0.8837
H 1.2171 1.6483 -2.7853

=====

No. 2
This record from OMol25 describes a 2-piece molecular cluster, C5H10N3O2 overall in a non-equilibrium geometry. The level of theory is ωB97M-V/def2-TZVPD.

Charge: +1
Relative energy (zero: lowest compared OMol25 entry of this formula, charge and spin) (kJ/mol): 221.0
LUMO (eV): -4.50
Orbital gap (eV): 9.026

CARTESIAN COORDINATES (ANGSTROEM)
C 0.1040 -0.8279 -0.3363
C -3.6988 0.5426 -0.2915
C -1.3760 -2.1433 -1.7598
C 1.6198 2.5275 0.3440
C 1.9702 0.4303 1.6058
N 0.2981 0.5405 0.0260
N -1.0694 -0.9765 -1.0418
N 1.2988 1.0691 0.6865
O 0.9440 -1.6607 -0.0128
O -4.4344 1.3217 0.1082
H -1.8359 -1.8216 -2.7252
H -0.5136 -2.8235 -1.7223
H -2.1313 -2.7169 -1.2416
H 1.6991 3.0978 1.2493
H 2.5729 2.4852 -0.1792
H 0.8677 2.8007 -0.3603
H -1.6970 -0.2181 -0.9613
H 2.8496 0.9210 1.9446
H 1.5775 -0.4904 1.9563
H -0.2437 1.1138 -0.6391

=====

No. 3
This record from OMol25 describes an isolated ion of composition C5H10N3O2 and charge +1 in a non-equilibrium geometry. The level of theory is ωB97M-V/def2-TZVPD.

Charge: +1
Relative energy (zero: lowest compared OMol25 entry of this formula, charge and spin) (kJ/mol): 239.1
LUMO (eV): -3.75
Orbital gap (eV): 8.253
SMILES: NC(N)=[N+]=CC/C(O)=C\O

CARTESIAN COORDINATES (ANGSTROEM)
C 1.3147 -1.7031 0.4149
C -1.7661 0.6822 0.2156
C 1.3871 0.7209 -0.5460
C 0.2744 1.8136 0.0815
C 1.4237 -0.8579 -0.6352
N -1.6481 -0.3351 1.0635
N -2.9291 0.9945 -0.4454
N -0.9210 1.7059 0.2657
O 1.0262 -1.2855 1.7339
O 1.7532 -1.4047 -1.8358
H 1.6618 -2.7668 0.3236
H 1.4817 0.9026 -1.6439
H 2.4274 1.1367 -0.1669
H 0.8055 2.6855 0.1309
H -2.3518 -1.0683 1.2067
H -0.6876 -0.7080 1.4551
H -3.6345 0.2048 -0.4490
H -3.0448 1.8753 -1.0145
H 1.5084 -1.7290 2.4633
H 1.9189 -0.8638 -2.6181

=====

No. 4
This record from OMol25 describes one molecule with the formula C5H10N4 in a non-equilibrium geometry. The level of theory is ωB97M-V/def2-TZVPD.

Charge: 0
Relative energy (zero: lowest compared OMol25 entry of this formula, charge and spin) (kJ/mol): 523.1
LUMO (eV): 0.82
Orbital gap (eV): 9.092
SMILES: C[C@@H]1[C@@H]2NN=NN1[C@H]2C

CARTESIAN COORDINATES (ANGSTROEM)
C 0.0267 0.6988 0.8017
C 1.0120 0.6144 -0.3493
C -1.1300 0.5993 -0.5821
C 2.3969 -0.0045 -0.1914
C -2.4535 -0.0827 -0.3973
N 0.0995 -1.6592 0.7843
N -0.0113 -1.5735 -0.4475
N -0.0236 -0.5735 1.4624
N -0.0189 -0.3140 -1.0922
H 0.1087 1.6045 1.4062
H 1.1390 1.4484 -1.0166
H -1.3741 1.5470 -1.1886
H 2.5952 -0.7269 -0.9231
H 2.6332 -0.5780 0.6897
H 3.1985 0.8100 -0.2548
H -2.6416 -0.5223 -1.3811
H -3.4443 0.3496 -0.0602
H -2.4047 -0.9596 0.3085
H 0.2922 -0.6779 2.4314

=====

No. 5
This record from OMol25 describes an isolated ion of composition C5H10N4 and charge +2 in a non-equilibrium geometry. The level of theory is ωB97M-V/def2-TZVPD.

Charge: +2
Relative energy (zero: lowest compared OMol25 entry of this formula, charge and spin) (kJ/mol): 715.8
Multiplicity: 3
LUMO (alpha / beta) (eV): -10.36 / -13.59
Orbital gap (alpha / beta) (eV): 4.590 / 6.418
<S²>: 2.025

CARTESIAN COORDINATES (ANGSTROEM)
C 3.4648 -0.1724 2.1645
C -1.7144 0.7721 -1.1831
C -0.4597 0.1258 -1.0556
C -2.4220 1.2520 -0.0610
C -1.3650 -1.2957 -1.0209
N 2.4889 0.2632 0.8269
N 1.4228 0.2415 0.3963
N 4.3800 -0.9874 2.0653
N 0.2818 0.1500 0.1383
H 3.3206 0.6058 2.8992
H -1.9702 1.0269 -2.1420
H 0.0903 0.1164 -1.9409
H -2.4133 0.7421 0.8660
H -3.4563 1.2426 -0.2928
H -2.0552 2.3075 0.0086
H -1.7063 -1.3755 0.0252
H -0.5259 -1.9817 -1.2775
H -2.2386 -1.4159 -1.8253
H 4.8777 -1.6174 1.4086

=====

No. 6
This record from OMol25 describes C5H10N4O2S as an isolated structure in a non-equilibrium geometry. The level of theory is ωB97M-V/def2-TZVPD.

Charge: 0
Relative energy (zero: lowest compared OMol25 entry of this formula, charge and spin) (kJ/mol): 346.5
LUMO (alpha / beta) (eV): -0.58 / -0.57
Orbital gap (alpha / beta) (eV): 6.686 / 6.712

CARTESIAN COORDINATES (ANGSTROEM)
C -0.4026 -1.3792 1.1093
C -1.5695 -0.3528 1.0711
C 1.5448 -0.3249 -0.0661
C -0.0313 -1.4297 -1.4367
C 0.1554 1.3519 0.9240
N 0.4405 -1.3220 -0.1196
N -1.0653 0.8225 0.3347
N 1.2451 1.1443 -0.0321
N -1.0779 0.7613 -1.0505
O 0.9752 0.9021 -2.5400
O 0.1993 2.9502 -1.5192
S 0.2770 1.5382 -1.4303
H 0.2440 -1.0532 1.9295
H -0.8111 -2.3233 1.0970
H -2.5718 -0.7331 0.6658
H -1.7237 -0.1022 2.0544
H 2.1292 -0.6752 0.7852
H 2.2211 -0.2614 -0.8828
H 0.5714 -1.0304 -2.2598
H -0.9904 -1.9638 -1.5670
H 0.0181 2.4274 1.0123
H 0.2228 1.0532 1.9209

=====

No. 7
This record from OMol25 describes an isolated ion of composition C5H10N4S and charge +2 in a non-equilibrium geometry. The level of theory is ωB97M-V/def2-TZVPD.

Charge: +2
Relative energy (zero: lowest compared OMol25 entry of this formula, charge and spin) (kJ/mol): 231.2
LUMO (eV): -8.78
Orbital gap (eV): 9.319
SMILES: S/C1=C\NC[NH+]=C=[NH+]CN1

CARTESIAN COORDINATES (ANGSTROEM)
C 0.0496 -0.1548 1.2441
C 0.2956 -0.3821 -1.2793
C 0.2105 -2.2058 0.2149
C -0.1897 2.0531 0.4634
C -1.0033 0.0292 -0.5849
N 0.0844 1.0534 1.5805
N 0.7898 -1.5336 -0.8764
N 0.4230 -1.3669 1.3787
N -1.1596 1.4358 -0.4366
S 1.1261 0.4903 -2.5155
H -0.9071 -2.3517 -0.0181
H 0.6299 -3.1548 0.3815
H -0.7130 3.0574 0.9311
H 0.7632 2.3255 0.0893
H -1.8299 -0.7175 -0.6337
H 0.5337 1.5653 2.3328
H 1.6594 -1.8912 -1.2438
H 1.1608 -1.5536 2.0559
H -1.9747 1.8663 -0.2582
H 0.0515 1.4358 -2.8260

=====

> Which value of charge does entry 4 give?

0

=====

> Which formula does entry 3 have?

C5H10N3O2